ORCA calculation (wB97M-V/def2-TZVPD) on an isolated ion of composition C5H10N and charge +1.

Computed properties:
HOMO-LUMO gap (alpha / beta) (eV): 8.08 / 8.35
Total charge: +1
F_max (eV Å⁻¹): 3.79
Relative energy (zero: lowest compared OMol25 entry of this formula, charge and spin) (kJ/mol): 345.7

Last columns: bonded neighbours and bond lengths (Å).
CARTESIAN COORDINATES (ANGSTROEM)
1 C -1.539 0.597 -0.125  C2 1.532, C4 1.564, H7 1.108, H8 1.062
2 C -0.271 1.075 0.591  C1 1.532, C5 1.460, H9 1.079, H10 1.134
3 C -0.193 -1.318 0.448  C4 1.472, C5 1.518, H11 1.065, H12 1.063
4 C -1.056 -0.803 -0.628  C1 1.564, C3 1.472, H13 1.133
5 C 0.622 -0.045 0.308  C2 1.460, C3 1.518, N6 1.476
6 N 1.885 0.109 -0.439  C5 1.476, H14 0.962, H15 0.999, H16 1.012
7 H -2.466 0.510 0.476  C1 1.108
8 H -1.656 1.225 -0.973  C1 1.062
9 H 0.200 1.949 0.169  C2 1.079
10 H -0.390 1.257 1.704  C2 1.134
11 H -0.619 -1.148 1.409  C3 1.065
12 H 0.260 -2.265 0.284  C3 1.063
13 H -1.359 -1.347 -1.574  C4 1.133
14 H 1.797 0.451 -1.334  N6 0.962
15 H 2.263 -0.813 -0.516  N6 0.999
16 H 2.521 0.568 0.200  N6 1.012